(1)
The following is a DFT calculation (ωB97M-V with the def2-TZVPD basis set) of a 2-piece molecular cluster, C6H15OPS overall in a non-equilibrium geometry.

```
! wB97M-V def2-TZVPD RIJCOSX def2/J DEFGRID3
* xyz 0 1
C 2.2131 -0.2550 -0.5274
C -2.8683 1.2747 -0.2176
C -2.8605 -0.0451 -0.4800
H 3.4008 -1.9369 -0.1439
H 4.0430 0.7262 0.3029
H -3.2778 -0.8813 1.6088
H -2.5822 2.1607 -0.7874
S 0.0730 0.8909 1.6026
H -3.9770 -1.7597 0.1803
H 1.9003 -2.1558 0.6075
C 2.8827 0.7012 0.4409
H -0.9200 1.6454 0.9235
C 2.3764 -1.7752 -0.2611
H 2.6859 0.2144 1.4731
C -3.0820 -1.1710 0.5355
H -2.2665 -1.8092 0.5531
H 2.0323 -2.1968 -1.1353
P 0.3103 0.1340 -0.4765
O 0.2033 1.4245 -1.4540
H -2.6293 -0.3222 -1.5665
H 2.4759 -0.1200 -1.4953
H -3.0421 1.4415 0.8749
H 0.6162 2.1493 -0.9285
H 2.2924 1.6652 0.3703
*
```

The value obtained for the gap between HOMO and LUMO is 8.9994 eV. As for the lowest unoccupied orbital energy: 0.70 eV.

=====

(2)
The following is a DFT calculation (ωB97M-V with the def2-TZVPD basis set) of a 9-piece molecular cluster, C13H27F2N7O20 overall in a non-equilibrium geometry.

```
! wB97M-V def2-TZVPD RIJCOSX def2/J DEFGRID3
* xyz 0 1
H -17.8996 -14.3668 -9.4405
H -17.6189 -8.3867 -1.0924
H -20.7057 -11.1803 -1.3865
O -23.0997 -14.5875 -2.0572
C -22.4319 -15.6900 -1.4754
C -18.5641 -8.8677 -1.3292
H -22.2804 -15.5288 -0.4123
H -18.0319 -14.6173 -7.6781
C -14.1392 -15.3685 -3.8836
H -18.0953 -12.8791 -4.6797
O -18.1890 -10.8825 -2.4170
N -16.0760 -14.9646 -8.5332
C -18.7191 -18.0557 -2.9419
C -21.0511 -12.1279 -1.0020
O -24.8714 -14.3472 -3.4128
F -21.2601 -15.9801 -2.0819
O -19.6075 -15.6707 -4.4277
H -13.2503 -15.9033 -3.5478
C -23.4030 -16.8534 -1.7566
O -16.5617 -13.5403 -2.3934
H -20.5255 -12.9979 -1.3860
C -24.2622 -15.0029 -2.6445
O -15.5737 -15.1629 -7.4462
N -21.0115 -9.7414 -4.2607
O -20.4924 -11.2630 1.0950
O -21.1025 -9.3574 -3.1114
H -18.7664 -18.1186 -4.0222
O -19.9535 -10.5104 -7.7591
H -22.5678 -8.7602 -5.2210
C -15.3392 -16.2905 -3.9250
H -22.1167 -12.2929 -1.1408
H -21.1024 -7.8142 -5.1039
O -16.4078 -15.4227 -3.5733
H -23.0038 -17.5529 -2.4917
F -13.8576 -14.8562 -5.1083
N -19.0094 -14.7880 -4.9951
O -24.6005 -16.2217 -2.1862
H -19.8492 -12.9592 -4.8038
N -19.7611 -18.9646 -2.3454
O -14.5276 -14.3680 -2.9952
C -17.5698 -14.9604 -8.5952
O -19.4339 -19.6004 -1.3679
H -18.8493 -9.5218 -0.5124
C -18.9685 -13.4426 -4.3840
N -18.3110 -9.6854 -2.5518
N -19.0193 -11.1767 -7.3722
H -23.6257 -17.4316 -0.8588
O -15.4685 -14.8261 -9.5719
H -15.4690 -16.8415 -4.8529
O -18.1780 -9.0875 -3.6041
H -17.7508 -16.0153 -8.8115
H -19.3440 -8.1679 -1.6060
N -20.9083 -12.2205 0.4849
C -17.9710 -10.4927 -6.5674
H -19.0461 -13.5253 -3.3074
O -18.8568 -12.3576 -7.6122
H -21.1966 -9.1848 -6.2824
H -18.9117 -17.0684 -2.5439
C -21.4831 -8.8095 -5.3062
H -15.2431 -17.0657 -3.1559
O -20.5596 -10.8129 -4.5821
H -18.1014 -10.6570 -5.5025
O -18.4360 -14.8971 -6.0629
C -15.8914 -14.3596 -2.9159
H -16.9858 -10.8282 -6.8784
H -18.0614 -9.4422 -6.8334
H -17.7797 -18.4966 -2.6199
O -20.8560 -18.9795 -2.8637
O -21.3246 -13.2457 0.9903
*
```

The value obtained for the gap between HOMO and LUMO is 10.2427 eV. As for the lowest unoccupied orbital energy: -0.47 eV.

=====

(3)
The following is a DFT calculation (ωB97M-V with the def2-TZVPD basis set) of a 2-piece molecular cluster, C22H12N5O5 overall in a non-equilibrium geometry.

```
! wB97M-V def2-TZVPD RIJCOSX def2/J DEFGRID3
* xyz -1 1
N -3.5956 -1.7658 -1.8458
H 3.5649 4.4512 -0.3704
C -0.3050 0.8609 0.0871
N -0.8745 -5.6685 -2.1146
N -3.4715 -4.0562 -1.8611
C -0.0883 -3.4453 -2.8599
C -0.4220 0.1277 1.3835
O -1.0131 -0.9498 1.4629
C 0.8871 1.6221 -0.2145
H 0.6801 3.9483 3.8475
H 3.8335 2.5846 1.2613
N 1.2173 -0.5844 -4.5829
C 2.8518 3.6328 -0.3619
C 0.1401 2.2081 2.7105
H -0.2202 2.7918 1.8585
C 2.0869 1.5269 0.5549
O -4.3152 -2.9761 -1.9078
C 0.8079 2.6377 -1.2001
O -1.5716 -6.3719 -1.3728
H 0.6856 -3.9615 -3.4218
C 0.9976 0.7056 4.8825
H 1.3518 2.6028 5.8542
C -1.1901 -1.3530 -2.2098
H 0.4773 -1.0299 3.6652
C 3.0055 2.5693 0.5446
H 1.5848 4.4950 -1.9013
C -1.0326 -4.2328 -2.1859
C 1.0308 2.1057 4.9468
C 0.6264 2.8607 3.8383
C -0.2015 -2.0355 -2.9491
C -2.2514 -2.1285 -1.7281
H -1.3098 -0.2888 -2.2612
C 0.1497 0.8086 2.6181
H -0.0693 2.6703 -1.8431
N -2.5654 1.5462 -0.9375
C -2.2338 -3.5421 -1.7661
C -1.5271 1.2048 -0.4795
H 1.3151 0.1060 5.7348
H 2.2292 0.6954 1.2546
C 0.5841 -1.2568 -3.8603
C 1.7445 3.6621 -1.2235
O -4.1661 -0.7000 -1.9183
O 0.0310 -6.1357 -2.8614
C 0.5411 0.0584 3.7337
*
```

The value obtained for the gap between HOMO and LUMO is 4.2037 eV. As for the lowest unoccupied orbital energy: 0.34 eV.

=====

(4)
The following is a DFT calculation (ωB97M-V with the def2-TZVPD basis set) of C3H7Cl2NO3S as an isolated structure in a non-equilibrium geometry.

```
! wB97M-V def2-TZVPD RIJCOSX def2/J DEFGRID3
* xyz 0 1
H 1.0665 -0.2360 1.1856
H -0.3650 -0.1530 -1.4023
O -2.5434 -1.4525 -1.5842
C -0.0089 0.2303 -0.5150
H 1.5282 1.8229 -1.0265
N 0.8280 -0.5790 0.2815
C 0.5592 1.6532 -0.4958
H 0.9647 -1.6052 0.0647
H 0.7278 1.7835 0.5958
H -2.5964 -2.9262 0.4432
O -4.0075 -0.5624 0.1781
Cl -2.5728 2.0600 -0.7109
S -2.7298 -0.8927 -0.2556
Cl -1.3780 0.5110 1.9379
O -2.3024 -2.0837 0.7708
C -1.4327 0.2779 0.2801
H -0.1696 2.3456 -0.8483
*
```

The value obtained for the gap between HOMO and LUMO is 8.2973 eV. As for the lowest unoccupied orbital energy: -1.54 eV.

=====

(5)
The following is a DFT calculation (ωB97M-V with the def2-TZVPD basis set) of C2H4NOP as an isolated structure in a non-equilibrium geometry.

```
! wB97M-V def2-TZVPD RIJCOSX def2/J DEFGRID3
* xyz 0 1
H -1.0708 -0.3455 2.0870
C -0.3802 -1.0652 0.2772
H 1.3126 0.5683 -2.0217
H 0.6669 -0.8869 2.0334
H -0.7389 1.3273 -1.8993
C -0.2189 -0.6122 1.4836
P 0.2386 0.6889 -1.1640
O 0.5142 1.2472 0.1560
N -0.3235 -0.9221 -0.9524
*
```

The value obtained for the gap between HOMO and LUMO is 10.1642 eV. As for the lowest unoccupied orbital energy: 0.99 eV.

=====

(6)
The following is a DFT calculation (ωB97M-V with the def2-TZVPD basis set) of a 2-piece molecular cluster, C5H6N2S overall in a non-equilibrium geometry.

```
! wB97M-V def2-TZVPD RIJCOSX def2/J DEFGRID3
* xyz 0 3
C -1.0175 -2.1225 -0.2427
H 2.6647 1.5071 -0.8654
N -0.7992 0.0481 -0.0386
C -0.2956 1.2787 0.0074
C 2.5336 1.2628 0.1658
N -2.2539 -1.6151 0.0803
H -0.8943 -3.1741 -0.3898
S -0.9601 2.7172 0.1168
H 0.9341 -1.1014 -0.5400
H -2.8771 0.3612 0.4442
C -0.1090 -1.1205 -0.3130
H 2.5130 2.0467 0.8899
H 2.6733 0.2554 0.4943
C -2.1120 -0.3435 0.1907
*
```

The value obtained for the gap between HOMO and LUMO (alpha / beta) is 7.1969 / 8.1676 eV. As for the lowest unoccupied orbital energy (alpha / beta): -0.48 / -1.43 eV. The expectation value of S² is 2.008.

=====

(7)
The following is a DFT calculation (ωB97M-V with the def2-TZVPD basis set) of a 2-piece molecular cluster, C10H15NO overall in a non-equilibrium geometry.

```
! wB97M-V def2-TZVPD RIJCOSX def2/J DEFGRID3
* xyz 0 1
C 0.4421 -2.9595 -1.4602
N 2.4226 1.6913 1.1802
C 1.4631 -2.7193 -0.6080
H -3.6516 0.7313 -1.5052
H 0.9519 3.5245 0.5718
H 0.2169 -0.1170 1.0152
C -2.6100 0.2956 -1.5217
C -0.7302 -2.0933 -1.5404
H -1.9573 1.1001 -1.9249
C 1.5062 -1.5255 0.2267
H 2.8805 0.8029 1.4875
H -0.5448 3.0782 1.2790
C -2.0166 -0.4210 -0.3395
H 0.3938 -3.9025 -2.0886
C 0.3180 -0.9382 0.3512
H -1.4003 -2.1943 -2.2916
H 2.3329 -1.3465 0.8132
C 1.3472 2.1705 2.0217
H -2.7839 -1.3287 -0.2825
H 3.1213 2.3422 0.9447
O 1.0814 1.6841 3.0415
C 0.4239 3.1530 1.5039
H -2.8909 -0.5135 -2.4194
H 0.5694 4.0402 2.1411
C -0.7426 -1.1266 -0.5308
H 2.1566 -3.5427 -0.6545
H -2.2994 0.1148 0.5897
*
```

The value obtained for the gap between HOMO and LUMO is 9.5083 eV. As for the lowest unoccupied orbital energy: 0.82 eV.

=====

(8)
The following is a DFT calculation (ωB97M-V with the def2-TZVPD basis set) of a 2-piece molecular cluster, C3H11NO overall in a non-equilibrium geometry.

```
! wB97M-V def2-TZVPD RIJCOSX def2/J DEFGRID3
* xyz 0 1
H 1.2133 1.8143 -0.8248
H 2.0101 0.9808 -2.0823
H -1.9591 -1.6762 -0.6009
H -0.7089 -2.5876 -1.2094
C 1.1064 1.4514 -1.8709
C 0.1718 -0.8128 -0.9442
H 1.0177 -1.2326 -1.4324
H -1.5997 -1.1863 -2.2657
H 0.2417 0.0019 4.1504
H 0.7623 0.6519 5.2223
N 0.0088 0.4687 -1.7159
O -0.1679 0.3732 4.9500
H 0.5810 2.2606 -2.4232
H -0.8037 1.0963 -1.4972
H 0.2041 -0.7223 0.2473
C -1.2244 -1.5833 -1.3304
*
```

The value obtained for the gap between HOMO and LUMO is 8.9015 eV. As for the lowest unoccupied orbital energy: 0.61 eV.

=====

(9)
The following is a DFT calculation (ωB97M-V with the def2-TZVPD basis set) of C24H42Cl3N4O3SiTm as an isolated structure in a non-equilibrium geometry.

```
! wB97M-V def2-TZVPD RIJCOSX def2/J DEFGRID3
* xyz 0 3
H -1.4661 -4.5247 0.8030
H -0.9932 2.8215 -1.4665
Si -0.4889 0.4079 -1.7054
O 0.5973 -0.5093 -2.5812
N -0.5389 3.5463 1.4628
N -1.7679 0.9928 7.6701
H 2.0972 -4.2480 -5.0241
C 1.2131 0.6065 -4.7364
H -0.1369 5.5434 0.9333
C -2.1559 -0.3414 5.9825
O -1.5706 -1.5528 3.2067
C 2.1024 -1.6616 -3.9990
Tm 0.4104 -0.3438 3.3886
H 0.3130 -4.9750 2.9496
H 1.1799 1.7092 7.2642
C -0.2083 1.1322 -6.6184
C 1.9889 2.1607 -6.4305
H 3.1101 1.5994 -4.6390
H -2.1399 3.0782 0.1345
H -0.2257 2.5059 -3.0211
H -2.3313 -1.1519 -2.1948
C 0.7850 1.9753 -7.1330
H -0.7501 -0.2436 -5.0298
H -2.5860 3.1512 1.8790
H -2.2203 4.6601 0.9620
C 0.0121 2.5187 2.1017
C -2.6389 0.0288 7.2125
C 0.0002 0.4489 -5.4158
C -0.3671 -0.1252 0.0512
H -2.0496 -2.8469 0.9621
Cl 2.0381 1.2254 4.4677
H -3.4878 -0.3090 7.7792
H -1.8165 1.4827 8.5613
C -0.7457 -4.9885 3.2548
C -0.7847 1.1690 6.7491
H 2.6910 -3.5354 -3.1231
O -0.5844 1.4370 2.4049
H -2.9402 0.4773 -1.7822
Cl 1.2127 -2.6727 4.3270
H 0.4883 4.3356 -0.2215
H -1.1335 0.9927 -7.1731
C 1.6167 -0.2912 -3.5584
H 3.8179 -2.2084 -2.8061
H 2.2605 -2.2554 -1.9587
H 2.4713 0.1804 -3.0367
C -1.6175 -2.7738 3.5679
H -0.7873 -5.0026 4.3454
C 0.3314 4.5505 0.8464
H 1.4042 -1.4776 -5.9899
H 2.7796 2.8040 -6.8268
H 0.7620 2.5658 -1.5538
H -1.7480 -3.0491 4.6271
Cl 2.1319 -0.9554 1.6742
H -0.2913 -3.2035 1.0578
C 2.3114 -3.4463 -5.7448
H -0.1044 2.7995 7.8745
H 1.7676 -3.6665 -6.6694
C 1.8955 -2.1108 -5.2490
H 1.0743 2.6427 2.3549
H 1.3066 4.5494 1.3496
C -2.1783 -0.0752 -2.3482
N -0.9652 0.3439 5.7133
H -2.2940 0.1455 -3.4162
H -1.2304 -5.8786 2.8498
C -1.9603 3.5976 1.0934
C -1.3011 -3.5684 1.3076
H -2.5740 -1.0146 5.2583
H 0.6342 2.5003 -8.0835
H -0.3154 -1.2131 0.1531
C -0.2040 2.2370 -1.9571
H 0.5886 0.2582 0.4499
H -1.1934 0.2592 0.6731
C 2.1857 1.4940 -5.2195
C 0.2306 2.1992 7.0205
H 3.3853 -3.4894 -5.9802
N -1.4175 -3.7995 2.7451
C 2.7531 -2.4634 -2.9177
H 0.3622 2.8385 6.1409
*
```

The value obtained for the gap between HOMO and LUMO (alpha / beta) is 8.6487 / 8.6645 eV. As for the lowest unoccupied orbital energy (alpha / beta): 0.35 / 0.35 eV. The expectation value of S² is 2.002.

=====

(10)
The following is a DFT calculation (ωB97M-V with the def2-TZVPD basis set) of C39H50CrIN5O2 as an isolated structure in a non-equilibrium geometry.

```
! wB97M-V def2-TZVPD RIJCOSX def2/J DEFGRID3
* xyz -2 5
H -5.7173 4.6019 1.5113
C 2.4298 -5.2216 0.3531
C 2.0950 0.7929 -1.9683
H -0.7876 -1.4884 -5.9772
H -3.5941 -1.3402 -4.7870
Cr -0.2636 -0.2620 0.1954
C -1.4982 -1.0997 -5.2400
H 2.9472 -3.2430 3.8797
C 1.8543 2.2963 0.0905
O 1.5732 -0.0669 0.0812
H -4.9795 3.0496 1.9466
C -0.0109 -2.3119 -2.0516
C -1.1499 2.8964 4.7562
H 1.1472 -4.0563 -1.7696
H -0.4444 -5.2133 -3.2256
H -2.8352 -2.7872 -5.4438
C 0.3741 -3.5394 -4.3173
H 3.5937 -4.0627 -1.0418
O 3.6888 0.8009 -0.1936
C -1.0112 -1.4070 -3.8576
H -0.9968 -0.1879 6.8413
C -2.0609 2.2026 1.8675
H 2.4637 3.1092 -0.3394
H 4.3874 -4.3200 0.5010
H 1.4065 -3.7290 -4.0083
C 3.7670 -4.7935 -0.2565
C 0.6963 -3.2161 -1.2596
H -0.1142 -1.5258 6.1055
H -3.4376 2.7251 -3.5900
H -3.2278 -1.4352 -6.5191
C -5.2395 3.7024 1.1165
H 4.3070 -5.6463 -0.6733
H -5.9021 2.8390 -3.7283
C -1.2834 -0.6392 -2.6868
C -4.0015 2.9433 -2.6807
H -1.5501 -0.0158 -5.3762
C -0.2132 -2.4632 -3.4571
C -3.2876 2.8355 -0.2091
C -2.4795 2.7645 5.5050
N -0.5559 0.2943 2.1406
C 1.7291 -3.5236 2.1577
C -0.0047 -0.5567 6.5866
C 0.9034 -3.1194 0.1063
H 2.0155 2.2648 1.1711
C -1.1600 1.4341 2.6027
C -0.7925 1.6808 3.9601
H 1.1067 -5.6813 3.8029
C 0.7912 -1.4598 3.2148
H -6.0293 2.6644 -1.9728
H -2.7164 3.6875 6.0393
C -2.4490 1.1990 -1.5049
C -3.9829 4.0540 0.3155
H 0.2546 2.8220 -1.0917
C -2.8775 -1.7025 -5.5200
H -4.0456 4.0329 -2.5739
H 3.2650 -4.7399 3.0011
H 1.0455 0.9689 -2.1933
H -2.5035 3.0547 2.3693
C 0.1155 -0.2401 3.2083
N -1.9423 0.9676 -0.2488
H 0.5624 -0.6880 7.5109
C -2.4302 1.9743 0.5482
C -0.4065 -4.8549 -4.2511
H 0.8021 1.3855 6.1605
H 0.7528 -4.1745 4.6441
N 0.4257 -2.1243 0.8990
H -0.0318 2.9901 0.5239
H 1.2740 -1.7417 4.1406
C 0.9453 -2.3196 2.1399
H 2.3906 -0.2004 -2.2865
C -3.2986 2.3509 -1.4987
H -4.2658 4.7068 -0.5175
H -2.5955 0.7599 -3.5680
H 1.8283 -5.7262 -0.4090
C 1.6928 -4.0321 0.8845
H 1.7167 0.0504 5.4592
C 0.0069 0.6191 4.3427
H 2.6104 -5.9428 1.1572
H -3.3030 4.6199 0.9616
H 0.4010 -3.2021 -5.3587
I 3.2429 2.1584 -3.1447
C -2.1345 0.4611 -2.6373
H -0.3570 3.0975 5.4851
C 0.7074 0.4228 5.6502
H -5.9561 3.1788 0.4860
H -1.4283 -4.7079 -4.5960
H -3.2835 2.5502 4.8038
C -5.4270 2.4115 -2.8437
N -0.6311 -1.1724 -1.6003
H 0.0649 -5.6181 -4.8744
C 2.4709 -4.0668 3.3405
N 0.4391 2.4275 -0.1746
H -5.4145 1.3290 -2.9436
H 2.1086 -5.1856 5.1715
H -2.4270 1.9520 6.2276
C 1.5537 -4.8250 4.3037
C 2.4252 0.9179 -0.4444
H -1.2089 3.7611 4.0888
*
```

The value obtained for the gap between HOMO and LUMO (alpha / beta) is 3.9039 / 4.7844 eV. As for the lowest unoccupied orbital energy (alpha / beta): 4.34 / 4.19 eV. The expectation value of S² is 6.086.

=====

(11)
The following is a DFT calculation (ωB97M-V with the def2-TZVPD basis set) of a 2-piece molecular cluster, CH4S2 overall in a non-equilibrium geometry.

```
! wB97M-V def2-TZVPD RIJCOSX def2/J DEFGRID3
* xyz 0 3
S -3.0248 -0.2279 0.2416
S 0.6412 -0.1300 0.5764
H 2.1504 0.7945 -0.9724
H -2.9291 -1.0363 -0.7189
H -1.7886 0.4371 0.4597
C 2.0656 0.2349 -0.0607
H 2.8854 -0.0724 0.4742
*
```

The value obtained for the gap between HOMO and LUMO (alpha / beta) is 8.1881 / 7.2498 eV. As for the lowest unoccupied orbital energy (alpha / beta): 0.87 / -2.47 eV. The expectation value of S² is 2.005.

=====

(12)
The following is a DFT calculation (ωB97M-V with the def2-TZVPD basis set) of an isolated molecule of C4H6OS in a non-equilibrium geometry.

```
! wB97M-V def2-TZVPD RIJCOSX def2/J DEFGRID3
* xyz 0 1
H -2.2460 -0.7554 1.3453
C 0.8374 1.6589 0.5130
H -0.9408 -1.8935 1.0072
H -2.3633 -1.7064 -0.0521
O -1.6408 0.8754 -0.7629
H 1.0854 1.5642 1.6133
C 0.4542 0.3416 0.0440
C -1.6048 -1.1550 0.5710
C -1.0228 0.0651 -0.1542
H -0.0530 2.2867 0.3807
H 1.6671 2.1150 0.0184
S 1.4996 -0.8798 -0.2532
*
```

The value obtained for the gap between HOMO and LUMO is 8.0890 eV. As for the lowest unoccupied orbital energy: -0.80 eV.

=====

Values of relative energy (zero: lowest compared OMol25 entry of this formula, charge and spin), in order: 370.5, 26.0, 74.8, 188.5, 135.1, 27.1, 306.3, 265.3, 0.0, 189.5, 100.0, 113.2, all in kJ/mol.
Values of total energy, in order: -1052.32359, -2598.73984, -1495.29451, -1717.46235, -549.88912, -701.65757, -519.94426, -250.79560, -4140.03945, -3282.65277, -836.73248, -629.40405, all in a.u..